Computed, not measured: C7H22AgBrN5O4 as an isolated structure, with the ωB97M-V functional and the def2-TZVPD basis.

XYZ file:
```
40
Properties=species:S:1:pos:R:3:forces:R:3
Ag 1.69749 0.59224 -1.08527 0.5019 1.1505 -1.2181
C 3.26179 2.81062 0.64290 -0.3557 0.4722 -1.2231
O 2.52849 2.89283 -0.52037 -0.4335 -0.9686 0.6397
H 4.02384 2.03460 0.57101 0.5936 -0.6381 0.3376
H 3.80411 3.72607 0.87940 0.5665 0.7166 -0.1680
H 2.71467 2.69177 1.57812 -0.7121 -0.6274 0.6165
Br 2.93449 -0.27195 -3.44318 -0.1587 -0.1491 0.3271
C -0.88358 -1.63591 -0.94412 -1.2828 -2.1223 -0.0123
C -1.55592 -0.51212 -1.63650 0.1804 -1.2264 -0.7079
C -2.88111 -0.17650 -1.08525 0.0846 0.6876 2.0519
O -3.75920 -1.15916 -1.38660 -2.3540 -2.6193 -1.3288
C -4.91626 -0.76723 -2.06426 0.1470 0.5628 -0.1747
N -0.70822 0.58427 -1.54670 0.9740 1.9514 -0.7298
H -1.71955 -2.24749 -0.60464 0.1327 -0.6711 0.3050
H -0.28816 -1.38526 -0.06620 0.2155 0.2869 -0.3430
H -0.38275 -2.22736 -1.71058 0.6706 0.0273 0.4818
H -1.73885 -0.77069 -2.67947 0.1773 -0.2095 -0.2477
H -3.19033 0.83973 -1.32969 -0.2246 0.0843 -0.3497
H -2.86339 -0.25316 0.00191 0.5924 0.8012 0.5330
H -5.50435 -1.60718 -2.43404 0.2185 -0.2354 0.3676
H -4.64411 -0.17571 -2.93842 -0.0701 0.2394 -0.2114
H -5.51435 -0.14628 -1.39733 -0.4120 0.1128 -0.0511
H -1.10552 1.18469 -2.25504 0.7686 1.1609 0.0671
H -0.96067 0.97882 -0.65188 0.3786 1.0778 0.0965
C -1.06457 1.35732 1.64632 -0.7270 2.0276 -1.8711
O -1.36930 2.10047 0.72850 -1.2356 1.0327 -0.6389
N 0.07659 0.81215 1.70706 4.8773 -2.4687 0.2042
N -1.83315 1.06252 2.64744 -3.8390 -0.4414 3.4439
H 0.37181 0.28845 2.51865 0.2237 0.1355 -0.4893
H 0.72244 0.98843 0.95082 0.4265 0.0232 0.1461
H -1.67068 0.27496 3.25855 -0.0790 0.3534 -0.2131
H -2.71697 1.54896 2.69591 0.1510 -0.3444 0.0470
C 3.22771 -1.42594 1.14719 -0.0447 3.0027 -0.8566
O 2.31707 -0.80109 0.66564 -2.2525 1.1241 0.4400
N 4.18919 -0.93896 1.85926 3.0747 3.0413 2.5221
N 3.37541 -2.66267 0.95675 -1.0645 -7.2686 -1.4603
H 5.05101 -1.46258 1.91573 -0.1931 0.3879 0.2634
H 4.22476 0.06825 1.92538 0.3191 0.0343 -0.1576
H 2.50316 -3.04572 0.62129 0.5997 -0.6788 -0.5906
H 4.24693 -3.16420 0.86176 -0.4352 0.1749 0.1525
```
Forces are in eV/Å.

Results
Total charge ... -1
Lowest unoccupied orbital energy ... 2.503 eV
Energy above the lowest of the compared OMol25 structures with the same formula, charge and spin ... 0.000 eV
E_HOMO ... -3.24 eV
Molecular weight ... 428.056 Da
HOMO-LUMO gap ... 5.74 eV

Atomic partial charges in e from the Mulliken method, atoms 1 to 8: 0.466 -0.560 -0.823 -0.003 0.365 0.177 -0.811 -1.389



Computed, not measured: a 2-piece molecular cluster, ClH3NOP overall, with the ωB97M-V functional and the def2-TZVPD basis.

XYZ file:
```
7
Properties=species:S:1:pos:R:3:forces:R:3
N 1.41431 -0.74854 -0.05070 -1.6735 1.3330 0.4727
O -0.91971 1.52685 -0.51624 -0.2465 -0.2155 -0.0484
P -0.89681 0.41446 0.65814 2.4759 -0.2859 -0.2427
Cl -2.13585 -0.86187 -0.20269 -0.6645 -0.7067 -0.3845
H 1.75947 -0.89667 0.90059 -0.0996 -0.1781 -0.0598
H 1.02568 -1.63988 -0.35621 -0.0931 -0.1115 0.1636
H -0.24709 2.20566 -0.43289 0.3014 0.1648 0.0991
```
Forces are in eV/Å.

Results
Lowest unoccupied orbital energy (spin up / spin down) ... -0.384 / -0.425 eV
Energy above the lowest of the compared OMol25 structures with the same formula, charge and spin ... 2.758 eV
E_HOMO (spin up / spin down) ... -8.00 / -9.31 eV
Molecular weight ... 99.457 Da
HOMO-LUMO gap (spin up / spin down) ... 7.61 / 8.89 eV

The net atomic charges from Mulliken, expressed in e, are: -0.641 -0.423 0.447 -0.149 0.216 0.205 0.345



Computed, not measured: C52H45N5O2PS2SbSr as an isolated structure, with the ωB97M-V functional and the def2-TZVPD basis.

XYZ file:
```
109
Properties=species:S:1:pos:R:3:forces:R:3
Sr -0.16286 0.55583 -0.49160 -0.2144 0.1105 -0.0668
O 2.79641 1.17112 -4.36279 0.0169 -0.2557 -0.0910
C 4.00472 1.00159 -3.80082 -0.1918 0.0895 1.0836
C 5.15962 0.88347 -4.57029 -0.6179 -0.0683 -0.2533
C 6.40753 0.74746 -3.97532 0.0335 0.0918 -0.5329
C 6.54262 0.69526 -2.61350 -0.9790 0.4503 1.4948
C 5.35488 0.81522 -1.81213 2.4550 -0.1668 -0.4828
C 4.13232 0.98965 -2.36772 -1.7830 0.4595 -0.1505
C 2.89677 1.27952 -1.47897 0.4000 -0.5785 -1.5140
O 1.75742 1.22718 -2.05060 -0.4144 -0.1993 -0.4091
N 3.07681 1.56091 -0.22478 1.3483 0.7476 0.0956
N 1.91344 1.82395 0.43056 -0.0727 -0.1602 0.3417
C 2.07125 2.37237 1.56697 0.6696 -0.3792 0.4943
C 1.00048 2.37199 2.56152 -0.4665 0.0547 0.4508
C 1.26856 2.67410 3.89215 -2.2100 -0.2333 -0.4051
C 0.22012 2.60301 4.80747 0.6746 0.1467 1.1046
C -1.05096 2.19681 4.46193 0.7438 0.1293 -0.7875
C -1.19376 1.85340 3.11461 0.2804 0.3080 -0.3127
N -0.22264 1.95768 2.19904 -0.3864 -0.0025 -0.0523
H 2.11438 1.11961 -3.61579 0.5649 0.2073 -0.2100
H 5.07852 0.89465 -5.65528 -0.1043 0.0470 0.1884
H 7.25326 0.72050 -4.65423 0.1804 -0.0903 0.2244
H 7.51034 0.71481 -2.10377 -0.2947 -0.3107 -0.3200
H 5.46080 0.81793 -0.74070 -0.1278 0.0249 0.2073
H 3.09281 2.63489 1.90686 -0.5073 -0.0441 -0.1968
H 2.17667 3.01113 4.26296 1.8148 0.4050 0.2095
H 0.50315 2.82934 5.84834 -0.4639 -0.0489 -0.4071
H -1.85601 2.09095 5.17144 -0.0057 -0.0066 -0.0741
H -2.12191 1.43973 2.75935 -0.1758 0.0614 -0.1074
N -2.31852 -0.65808 -2.79564 -0.3627 -0.4351 -0.2418
C -2.12424 -1.81411 -2.81414 0.0083 0.6990 0.1138
H -2.79093 0.23922 -2.95016 0.3198 -0.1573 0.0466
C -3.08832 -1.16529 1.03041 -1.3026 0.3516 -0.5798
C -2.34602 -1.01614 2.28284 1.3846 -0.1447 0.7691
C -2.97267 -0.80966 3.49027 -0.1873 0.3395 0.8714
C -2.26960 -0.64510 4.70471 -0.6607 -0.3121 -0.3709
C -0.90592 -0.87809 4.66348 0.3523 0.6685 0.6947
C -0.22165 -1.12555 3.48649 -0.2387 -0.7137 0.3634
C 1.23273 -1.43629 3.55953 0.4088 -1.2474 0.5841
C -0.90093 -1.13654 2.22746 0.6510 0.0887 -0.9739
N -0.24391 -1.17877 1.03299 -0.5541 -0.4561 1.1455
H -4.07015 -1.59262 1.28828 0.1065 0.0592 -0.5267
H -2.54226 -1.75997 0.32273 0.2146 -0.8186 -0.1577
H -3.25396 -0.24251 0.44372 -0.1164 0.0028 0.5155
H -4.05511 -0.71754 3.51701 -0.1119 0.0208 -0.1194
H -2.76738 -0.34472 5.63812 0.1167 -0.3091 -0.4662
H -0.33503 -0.69061 5.59382 -0.1397 -0.4286 -0.4936
H 1.57924 -1.56319 4.59694 -0.2954 0.2410 -0.0029
H 1.83138 -0.67170 3.13180 0.6838 0.7834 -0.6861
H 1.54660 -2.38893 3.07561 -0.5366 0.6970 -0.0065
C 3.68412 -5.92371 -2.94495 0.4072 -1.7678 -0.2852
C 3.82598 -4.55443 -2.99603 1.1403 -0.0860 -1.0579
C 2.91870 -3.76917 -2.33787 -0.1553 0.5996 0.2320
C 1.85771 -4.30989 -1.62415 0.0108 -0.5085 0.6310
C 1.74305 -5.70200 -1.57081 1.7930 0.8476 -1.1901
C 2.65947 -6.53085 -2.22051 -0.0085 1.3295 -0.1312
Sb 0.76158 -2.80784 -0.33070 -0.0602 0.7441 -0.0256
C 2.60010 -2.75499 0.81658 0.6656 0.8472 -0.1409
C 3.16841 -3.84164 1.45234 0.4614 0.0028 0.8085
C 4.40697 -3.73024 2.15800 0.0634 0.1105 -0.1731
C 5.14014 -2.51885 2.08481 -1.3894 -0.3493 -0.2399
C 4.53421 -1.40800 1.43705 1.2161 -0.0194 0.9622
C 3.29392 -1.51645 0.85476 -0.3290 -1.4891 0.0822
C -0.40314 -4.33500 0.67334 0.3880 1.0232 0.5069
C -1.57349 -4.70318 0.04738 0.0961 0.8212 -1.8706
C -2.46397 -5.56374 0.66776 -1.3630 0.3191 -0.9569
C -2.24583 -6.00081 1.94061 1.2493 0.1665 1.0417
C -1.10348 -5.56409 2.62646 0.3013 -0.6958 1.0141
C -0.20852 -4.71553 2.00381 0.2314 -0.8116 -0.5102
H 4.39093 -6.61285 -3.44274 -0.2174 0.6470 0.1420
H 4.67191 -4.12511 -3.58058 -0.7061 -0.2184 0.5869
H 3.11194 -2.69994 -2.31697 -0.2438 0.1899 -0.0506
H 1.03043 -6.11344 -0.95402 -1.7701 -1.0125 1.2373
H 2.60602 -7.59722 -2.15569 -0.0822 -0.5267 0.0370
H 2.53904 -4.73664 1.46985 0.7423 -0.1249 0.1019
H 4.77663 -4.58352 2.78611 -0.2863 0.8280 -0.8316
H 6.11633 -2.38499 2.55716 -0.3468 -0.2176 -0.0318
H 5.06386 -0.43288 1.52645 -0.5361 -0.6905 -0.4072
H 2.81247 -0.67067 0.43825 -0.1954 0.7429 -0.2809
H -1.72475 -4.23458 -0.98631 -0.2714 -1.0591 1.4335
H -3.42277 -5.81668 0.19606 0.5014 -0.0113 -0.0566
H -2.90281 -6.69093 2.41247 -0.6007 -0.3814 0.2944
H -0.82138 -5.94000 3.65769 -0.7018 0.4562 -1.2600
H 0.72684 -4.52737 2.49826 0.1027 0.5270 0.2584
S -3.64385 2.34094 -4.17974 0.1294 0.3018 1.1715
P -3.50802 3.18913 -2.32971 0.1716 -0.3000 -0.3717
S -2.78318 2.10321 -0.80228 -0.1550 0.4532 -0.2414
C -5.18879 3.74461 -1.77412 0.6113 0.4608 1.0942
C -6.19862 3.86732 -2.69066 -0.3105 -0.7144 -1.9562
C -7.46837 4.28594 -2.34630 0.0927 0.9641 1.4345
C -7.73827 4.65978 -1.01741 0.1666 -0.6623 -1.0099
C -6.75252 4.48789 -0.07260 1.1118 0.3232 0.2871
C -5.45585 4.11483 -0.43862 -0.5230 -0.4462 -0.9132
C -2.61817 4.81660 -2.46955 -1.1622 -0.7251 -0.9454
C -2.00708 5.42513 -1.41520 0.3559 -0.0492 1.2914
C -1.55670 6.72842 -1.48923 0.1671 0.9007 -0.0902
C -1.65820 7.38374 -2.69784 -0.0104 0.4375 -0.8823
C -2.20853 6.75129 -3.81242 -0.3639 -0.1635 -0.0177
C -2.75652 5.49584 -3.68069 0.4731 -1.0185 -0.3901
H -5.97972 3.57401 -3.74497 -0.2015 0.2705 0.9211
H -8.22317 4.46037 -3.07462 -0.4356 -0.1345 -0.6435
H -8.69499 5.06930 -0.74608 -0.3051 -0.0569 0.0810
H -6.91900 4.71401 0.96947 -0.1845 0.1380 0.1189
H -4.67909 4.08778 0.29969 0.2727 -0.2085 0.2454
H -1.85757 4.87510 -0.50523 -0.1197 -0.2639 0.3821
H -1.15272 7.29591 -0.63916 -0.0696 -0.6627 -0.2613
H -1.29366 8.39327 -2.83478 0.0920 0.0906 0.2239
H -2.26326 7.18230 -4.80186 0.1906 0.4870 0.0895
H -3.13286 4.91258 -4.54110 -0.0081 0.6279 0.5128
```
Forces are in eV/Å.

Results
Total charge ... -2
Lowest unoccupied orbital energy ... 3.886 eV
Energy above the lowest of the compared OMol25 structures with the same formula, charge and spin ... 0.000 eV
E_HOMO ... -0.90 eV
Molecular weight ... 1076.453 Da
HOMO-LUMO gap ... 4.78 eV

Atomic partial charges in e from the Mulliken method, atoms 1 to 8: 1.678 -0.762 0.313 -0.740 -0.220 -0.954 0.129 -0.095



Computed, not measured: one molecule with the formula C8H10N2O2S, with the ωB97M-V functional and the def2-TZVPD basis.

XYZ file:
```
23
Properties=species:S:1:pos:R:3:forces:R:3
C 3.43581 -0.20777 1.46450 2.9098 -0.9391 2.0310
C 2.51886 0.20747 0.43774 -1.2974 2.7808 -3.2386
C 2.94739 1.38111 -0.36540 0.8808 -0.3781 0.8826
C 2.15018 1.82503 -1.35032 -1.1269 -2.3167 1.3916
C 1.20813 -0.13015 0.06903 1.8718 -0.5944 0.8902
C 0.42343 -1.22814 0.73401 0.0128 1.0251 -2.2286
C -3.03349 -1.00062 -0.28214 0.7112 2.0301 -0.0551
C -3.82102 0.26954 -0.75728 1.2468 -0.8551 0.3499
H 4.41750 -0.96305 1.05425 -3.1130 2.2361 1.1870
H 2.79359 -0.76617 2.23277 1.6888 0.7651 -0.4941
H 3.95292 0.83809 1.86676 -1.2439 -3.1332 -0.4809
H 3.85903 1.93955 -0.12416 -0.2214 -0.4083 0.0568
H 2.23634 2.74619 -1.86211 -0.1115 0.3746 -0.8344
H 0.95215 -1.94290 1.33254 0.4683 -0.0474 0.3707
H -1.53418 0.21844 -0.26013 0.7738 0.4594 -0.0013
H -3.44292 0.30312 -1.81056 -1.0640 0.3660 0.1524
H -3.41718 1.20177 -0.26206 -0.8344 -0.9190 -0.2375
H -5.19649 -1.03984 -0.44428 0.0146 2.5738 -0.0171
N -0.77637 -1.58749 0.53447 -2.4107 0.6102 -0.4811
N -1.69389 -0.77037 -0.24825 2.3767 -0.6463 1.1148
O -3.57817 -2.02570 -0.06988 -1.2942 -2.0022 0.4030
O -5.17640 0.00314 -0.51181 0.5009 -1.9149 -0.4956
S 0.77477 0.72876 -1.37769 -0.7389 0.9335 -0.2657
```
Forces are in eV/Å.

Results
Lowest unoccupied orbital energy ... -0.134 eV
SMILES ... Cc1ccsc1/C=N\NC(=O)CO
Energy above the lowest of the compared OMol25 structures with the same formula, charge and spin ... 3.903 eV
E_HOMO ... -8.97 eV
Molecular weight ... 198.247 Da
HOMO-LUMO gap ... 8.84 eV

Atomic partial charges in e from the Mulliken method, atoms 1 to 8: -0.989 0.373 -0.479 -0.462 0.420 -0.209 0.417 -0.433



Number 1: F_max 7.49 eV Å⁻¹. Number 2: F_max 2.50 eV Å⁻¹. Number 3: F_max 2.51 eV Å⁻¹. Number 4: F_max 4.46 eV Å⁻¹.